1.
Computed, not measured: 20 unconnected molecules or ions with the total composition C48H140N3O20P in a non-equilibrium geometry, with the ωB97M-V functional and the def2-TZVPD basis.

Element x y z (Å)
N (-23.5830, -15.1290, 5.5594)
H (-24.4535, -15.0556, 6.0663)
H (-23.7640, -15.1780, 4.5670)
H (-22.9848, -15.8604, 5.9162)
H (-23.0324, -14.2847, 5.6236)
N (-19.7161, -12.2987, 6.3608)
H (-19.8334, -11.2999, 6.2683)
H (-20.6826, -12.5898, 6.3253)
H (-19.2114, -12.6032, 7.1810)
H (-19.3829, -12.6995, 5.4957)
N (-23.2645, -11.4954, 1.7011)
H (-23.4893, -11.9914, 2.5516)
H (-22.9515, -10.5990, 2.0456)
H (-24.0454, -11.4691, 1.0611)
H (-22.5208, -12.1160, 1.4151)
P (-22.2546, -12.5088, 4.4654)
O (-21.6043, -11.1086, 4.3612)
O (-22.1304, -13.1092, 5.9147)
O (-21.4253, -13.4706, 3.5655)
O (-23.7535, -12.6801, 3.9185)
C (-20.7593, -17.9065, 2.2858)
C (-21.1211, -16.3833, 2.2709)
C (-22.1741, -16.1049, 1.1815)
O (-21.6003, -16.1202, 3.5263)
H (-20.5150, -18.2598, 1.2839)
H (-21.5242, -18.5470, 2.7249)
H (-19.9399, -18.1533, 2.9609)
H (-20.2294, -15.7724, 2.1302)
H (-21.6974, -16.2311, 0.2095)
H (-22.5700, -15.0902, 1.2218)
H (-22.9887, -16.8240, 1.2689)
H (-21.5939, -15.1646, 3.6170)
C (-28.1003, -15.1436, 8.0537)
C (-26.5708, -14.9375, 7.9573)
C (-25.7453, -15.9924, 8.7652)
O (-26.1702, -15.1171, 6.6115)
H (-28.4598, -15.0229, 9.0756)
H (-28.2941, -16.1437, 7.6659)
H (-28.7061, -14.5105, 7.4054)
H (-26.2678, -13.9439, 8.2874)
H (-24.6591, -15.9027, 8.7809)
H (-25.9910, -16.9530, 8.3123)
H (-26.0909, -16.1192, 9.7912)
H (-26.4914, -14.3657, 6.1078)
C (-25.6546, -14.4139, 0.8484)
C (-25.9315, -14.9382, 2.2625)
C (-26.6153, -16.2944, 2.3130)
O (-24.7143, -14.9395, 3.0331)
H (-25.0055, -15.1249, 0.3373)
H (-25.1220, -13.4760, 1.0054)
H (-26.5985, -14.3714, 0.3049)
H (-26.6163, -14.1911, 2.6634)
H (-26.0109, -17.0292, 1.7812)
H (-27.6565, -16.2452, 1.9944)
H (-26.5655, -16.6995, 3.3237)
H (-24.4053, -14.0523, 3.2304)
C (-16.6768, -13.8987, 3.6930)
C (-18.0762, -14.4433, 3.7018)
C (-18.2369, -15.5183, 4.8068)
O (-18.8364, -13.3630, 4.0970)
H (-16.5827, -13.1655, 2.8919)
H (-15.8539, -14.5754, 3.4626)
H (-16.4289, -13.3709, 4.6139)
H (-18.3146, -14.7211, 2.6750)
H (-17.8217, -15.1463, 5.7434)
H (-17.9260, -16.5111, 4.4818)
H (-19.2809, -15.6658, 5.0833)
H (-19.7324, -13.4604, 3.7665)
C (-17.3400, -11.8823, 10.6385)
C (-17.6762, -11.7728, 9.1298)
C (-16.4332, -11.4188, 8.3615)
O (-18.2156, -13.0080, 8.7206)
H (-18.1870, -12.3044, 11.1792)
H (-17.2921, -10.8754, 11.0532)
H (-16.4565, -12.4167, 10.9878)
H (-18.4384, -10.9946, 9.0898)
H (-15.6096, -12.1214, 8.4879)
H (-15.9882, -10.5017, 8.7475)
H (-16.6813, -11.3876, 7.3005)
H (-17.4999, -13.5791, 9.0093)
C (-23.1706, -12.6824, 10.9208)
C (-22.7701, -12.2352, 9.4734)
C (-21.3329, -11.7919, 9.3153)
O (-22.9346, -13.2781, 8.5362)
H (-24.1794, -13.0898, 10.9866)
H (-23.0959, -11.9363, 11.7119)
H (-22.4591, -13.4441, 11.2397)
H (-23.4200, -11.4321, 9.1259)
H (-20.6463, -12.6371, 9.3627)
H (-21.0064, -11.0965, 10.0886)
H (-21.0808, -11.2651, 8.3950)
H (-22.6985, -13.0408, 7.6365)
C (-23.3414, -19.1096, 6.9987)
C (-22.9771, -18.7686, 5.5760)
C (-24.1995, -18.4437, 4.6833)
O (-22.2179, -17.6211, 5.7225)
H (-22.5348, -19.4698, 7.6373)
H (-24.1097, -19.8799, 7.0659)
H (-23.8044, -18.2130, 7.4106)
H (-22.3528, -19.5199, 5.0924)
H (-23.8772, -18.1490, 3.6846)
H (-24.8336, -17.7280, 5.2067)
H (-24.8169, -19.3366, 4.5855)
H (-21.8005, -17.3065, 4.9173)
C (-21.6261, -7.6549, 9.8257)
C (-21.4121, -8.0431, 8.3685)
C (-21.6098, -6.8764, 7.4958)
O (-20.1104, -8.4698, 8.1345)
H (-21.2683, -8.4554, 10.4733)
H (-22.6630, -7.3811, 10.0206)
H (-21.1242, -6.7257, 10.0956)
H (-22.0634, -8.8385, 8.0062)
H (-21.0187, -5.9804, 7.6852)
H (-22.6364, -6.5102, 7.5070)
H (-21.3775, -7.1367, 6.4631)
H (-20.1103, -8.8065, 7.2355)
C (-20.6195, -15.9271, 7.7676)
C (-21.5364, -16.3915, 8.8920)
C (-20.9154, -17.5928, 9.6623)
O (-21.7045, -15.3488, 9.7432)
H (-21.0284, -15.0906, 7.2007)
H (-20.3878, -16.7054, 7.0405)
H (-19.6867, -15.5500, 8.1868)
H (-22.4941, -16.5992, 8.4147)
H (-21.1143, -18.5310, 9.1442)
H (-21.3767, -17.6665, 10.6471)
H (-19.8530, -17.3810, 9.7832)
H (-22.1154, -14.5919, 9.3191)
C (-20.1040, -13.2942, -1.0500)
C (-19.9839, -13.1531, 0.4771)
C (-19.2764, -11.8372, 0.9976)
O (-21.3043, -12.9869, 1.0114)
H (-20.4542, -12.4008, -1.5671)
H (-20.8094, -14.1006, -1.2506)
H (-19.1721, -13.5954, -1.5283)
H (-19.5297, -14.0635, 0.8683)
H (-19.6651, -10.8888, 0.6269)
H (-18.2175, -11.8275, 0.7392)
H (-19.2845, -11.8133, 2.0873)
H (-21.2306, -13.2657, 1.9271)
C (-26.2197, -10.6886, 2.3498)
C (-26.5008, -10.5214, 0.8356)
C (-26.3379, -9.0426, 0.3694)
O (-25.4284, -11.0913, 0.1366)
H (-25.2583, -10.4482, 2.8036)
H (-26.3958, -11.7074, 2.6952)
H (-26.9690, -10.0636, 2.8356)
H (-27.4258, -11.0354, 0.5745)
H (-26.2131, -8.8384, -0.6940)
H (-25.4707, -8.5505, 0.8098)
H (-27.1932, -8.4963, 0.7673)
H (-25.6175, -11.1316, -0.8037)
C (-29.8749, -14.6810, 4.0667)
C (-30.2806, -13.3703, 3.3572)
C (-29.1042, -12.6846, 2.7858)
O (-31.2268, -13.6373, 2.3562)
H (-29.7631, -15.5419, 3.4075)
H (-30.6250, -15.0102, 4.7857)
H (-28.9353, -14.5286, 4.5977)
H (-30.7480, -12.6733, 4.0528)
H (-28.2681, -12.5845, 3.4779)
H (-29.4132, -11.6713, 2.5290)
H (-28.7364, -13.1659, 1.8797)
H (-31.8691, -14.2946, 2.6334)
C (-27.6294, -11.4318, 6.3331)
C (-26.1669, -11.5074, 5.8369)
C (-25.1085, -11.2211, 6.8739)
O (-25.9920, -12.7398, 5.2246)
H (-28.3477, -11.6310, 5.5378)
H (-27.7349, -10.4260, 6.7396)
H (-27.7241, -12.1550, 7.1431)
H (-26.1791, -10.7945, 5.0125)
H (-25.2850, -11.9187, 7.6927)
H (-25.1424, -10.2135, 7.2882)
H (-24.1040, -11.4481, 6.5167)
H (-25.1164, -12.7192, 4.8314)
C (-23.2790, -7.0613, 2.9784)
C (-22.7549, -8.2579, 3.8868)
C (-23.7908, -8.6862, 4.9180)
O (-22.2882, -9.1512, 2.9333)
H (-22.4523, -6.5847, 2.4516)
H (-23.8085, -6.2812, 3.5253)
H (-24.0187, -7.3880, 2.2475)
H (-21.8274, -7.9822, 4.3886)
H (-24.7678, -8.9254, 4.4980)
H (-23.9490, -7.9836, 5.7361)
H (-23.5213, -9.6715, 5.2982)
H (-21.8710, -9.7775, 3.5293)
C (-18.0936, -7.7885, 1.4448)
C (-18.5076, -7.2381, 0.0920)
C (-19.9231, -6.6948, -0.0113)
O (-17.5986, -6.2671, -0.3122)
H (-18.0700, -7.0490, 2.2453)
H (-17.0615, -8.0913, 1.2683)
H (-18.7085, -8.6493, 1.7072)
H (-18.5120, -8.0162, -0.6713)
H (-20.1781, -5.9648, 0.7570)
H (-20.6325, -7.4633, 0.2958)
H (-20.1872, -6.3390, -1.0071)
H (-16.9779, -6.6837, -0.9145)
C (-18.4705, -7.7033, 5.4866)
C (-19.0375, -8.9782, 4.8310)
C (-17.8815, -9.9067, 4.5500)
O (-20.0118, -9.5613, 5.6091)
H (-17.7802, -7.1393, 4.8592)
H (-17.9874, -7.8794, 6.4477)
H (-19.2589, -6.9786, 5.6893)
H (-19.4426, -8.6294, 3.8811)
H (-17.4632, -10.3348, 5.4610)
H (-17.0736, -9.3163, 4.1177)
H (-18.1999, -10.6823, 3.8535)
H (-20.5430, -10.0612, 4.9849)

Properties
DFT total energy (eV): -106760.889
Molar mass (u): 1110.6

***

2.
Computed, not measured: a molecular structure, C48H26ClN10ORu in a non-equilibrium geometry, with the ωB97M-V functional and the def2-TZVPD basis.

Element x y z (Å)
Ru (-0.6796, 0.5317, -0.0449)
C (0.6681, 3.3540, 5.6196)
C (0.4665, 2.0952, 6.1692)
C (0.1911, 1.0035, 5.3518)
C (0.1062, 1.1802, 3.9880)
C (0.0791, 0.0807, 2.9108)
N (-0.1379, -1.3280, 3.1169)
C (-0.3115, -1.9707, 1.9946)
C (-0.4000, -3.4316, 1.9478)
C (-0.3962, -4.3833, 2.9523)
C (-0.5297, -5.7124, 2.5803)
C (-0.6537, -6.0726, 1.2375)
C (-0.6341, -5.1193, 0.2317)
C (-0.5038, -3.7905, 0.6034)
C (-0.4855, -2.5516, -0.1672)
N (-0.4950, -2.5503, -1.4720)
C (-0.5427, -1.4851, -2.2675)
N (-0.6636, -0.1778, -1.9039)
C (-0.8307, 0.6087, -3.0166)
N (-1.1149, 1.8999, -3.0531)
C (-1.1083, 2.7228, -2.0203)
N (-0.5981, 2.4485, -0.7814)
C (-0.5745, 3.5911, -0.0146)
N (-0.0838, 3.7169, 1.2408)
C (-0.2116, 2.6662, 2.0264)
N (-1.0669, 1.7310, 1.5663)
C (0.1905, 2.4885, 3.4294)
C (0.5102, 3.5581, 4.2578)
C (-1.1443, 4.6591, -0.7974)
C (-1.4929, 5.9592, -0.4466)
C (-2.2109, 6.7054, -1.3631)
C (-2.5781, 6.1655, -2.6017)
C (-2.2317, 4.8733, -2.9585)
C (-1.5116, 4.1131, -2.0460)
C (-0.7251, -0.2421, -4.1865)
C (-0.7334, 0.0163, -5.5506)
C (-0.5646, -1.0526, -6.4155)
C (-0.4160, -2.3598, -5.9408)
C (-0.4193, -2.6282, -4.5826)
C (-0.5525, -1.5545, -3.7129)
N (-0.4218, -1.4753, 0.6891)
H (0.9414, 4.1817, 6.2609)
H (0.5502, 1.9534, 7.2389)
H (0.0700, 0.0117, 5.7714)
H (-0.2949, -4.0870, 3.9883)
H (-0.5409, -6.4846, 3.3387)
H (-0.7661, -7.1197, 0.9867)
H (-0.7255, -5.3894, -0.8120)
H (0.6035, 4.5403, 3.8128)
H (-1.2253, 6.3448, 0.5287)
H (-2.5086, 7.7166, -1.1169)
H (-3.1655, 6.7656, -3.2851)
H (-2.5383, 4.4558, -3.9089)
H (-0.8666, 1.0218, -5.9282)
H (-0.5397, -0.8747, -7.4832)
H (-0.2932, -3.1699, -6.6484)
H (-0.3275, -3.6342, -4.1945)
Cl (-7.0028, 1.9178, 3.4620)
C (-5.6642, 1.6339, 2.3971)
C (-5.6458, 2.2432, 1.1331)
C (-4.6204, 1.9795, 0.2633)
C (-3.5412, 1.1373, 0.6241)
O (-2.7222, 0.7305, -0.2830)
C (-3.4998, 0.6657, 1.9847)
C (-2.3316, 0.0646, 2.5116)
N (-1.1168, 0.5424, 2.1608)
C (1.5543, 0.1306, 2.3660)
C (2.4155, -0.2601, 3.3822)
C (3.8011, -0.2966, 3.2463)
C (4.3668, 0.0636, 2.0573)
C (3.5452, 0.4146, 0.9763)
C (4.1250, 0.7542, -0.2601)
C (3.3200, 1.1145, -1.3009)
C (1.9420, 1.0762, -1.1176)
N (1.3542, 0.7246, 0.0168)
C (2.1181, 0.4293, 1.1070)
C (-4.6257, 0.8447, 2.8117)
H (-6.4558, 2.9001, 0.8467)
H (-4.6071, 2.4071, -0.7316)
H (-2.3489, -0.7125, 3.2586)
H (1.9801, -0.5603, 4.3225)
H (4.4142, -0.5970, 4.0850)
H (5.4412, 0.0813, 1.9255)
H (5.2026, 0.7173, -0.3575)
H (3.7234, 1.4121, -2.2579)
H (1.2896, 1.3512, -1.9319)
H (-4.6335, 0.4092, 3.8033)

Properties
DFT total energy (eV): -82251.015
2S+1: 2
Relative energy (zero: lowest compared OMol25 entry of this formula, charge and spin) (eV): 0.000
Molar mass (u): 895.3

***

What is the molar mass in the first record?
1110.6 u